1.
Density functional theory data (ωB97M-V with the def2-TZVPD basis set) for a structure of composition C32H32Br2GeMnN4O3PS2.

```
78
Properties=species:S:1:pos:R:3
Mn 0.145 0.103 -0.041
Br -0.954 6.408 1.685
C -0.690 4.659 1.130
C -0.095 4.394 -0.096
C 0.093 3.077 -0.457
N -0.289 2.061 0.325
C -0.871 2.311 1.516
C -1.082 3.603 1.949
C -1.210 1.116 2.333
C -1.967 1.184 3.485
C -2.183 0.017 4.209
Br -3.237 0.062 5.738
C -1.616 -1.174 3.779
C -0.890 -1.159 2.605
N -0.709 -0.050 1.887
H 0.225 5.189 -0.753
H 0.565 2.813 -1.394
H -1.527 3.804 2.911
H -2.397 2.116 3.821
H -1.741 -2.093 4.334
H -0.435 -2.066 2.226
S -0.182 0.178 -2.318
C 0.637 -1.359 -2.239
S 0.335 -2.136 -0.664
C 1.439 -1.911 -3.166
C 1.699 -1.199 -4.384
N 1.917 -0.572 -5.322
C 2.064 -3.178 -2.916
N 2.555 -4.176 -2.626
Ge -2.151 -2.040 -0.821
C -2.383 -2.702 -2.577
C -1.842 -3.944 -2.921
C -2.026 -4.449 -4.198
C -2.751 -3.719 -5.133
C -3.294 -2.486 -4.797
C -3.108 -1.974 -3.523
C -3.104 -0.495 -0.198
C -3.898 -0.731 0.933
C -4.744 0.255 1.419
C -4.797 1.493 0.793
C -4.021 1.738 -0.333
C -3.183 0.750 -0.829
H -2.258 -3.102 0.284
H -1.282 -4.530 -2.199
H -1.611 -5.411 -4.464
H -2.893 -4.116 -6.129
H -3.864 -1.929 -5.528
H -3.538 -1.012 -3.270
H -3.876 -1.695 1.429
H -5.371 0.054 2.279
H -5.461 2.260 1.170
H -4.088 2.693 -0.840
H -2.617 0.948 -1.730
C 4.536 -2.296 0.382
C 4.320 -1.597 1.699
O 4.066 -0.169 1.488
P 2.580 0.348 1.270
O 2.420 0.512 -0.353
C 3.543 0.808 -1.272
C 3.169 1.912 -2.222
O 2.723 1.894 1.669
C 3.370 2.317 2.903
C 2.684 1.742 4.120
H 4.749 -3.352 0.555
H 5.379 -1.867 -0.158
H 3.646 -2.245 -0.251
H 5.199 -1.628 2.336
H 3.479 -2.018 2.254
H 3.763 -0.130 -1.778
H 4.395 1.078 -0.652
H 2.255 1.680 -2.768
H 3.964 2.032 -2.960
H 3.060 2.861 -1.697
H 3.305 3.402 2.886
H 4.420 2.034 2.849
H 1.629 2.025 4.142
H 3.152 2.126 5.026
H 2.756 0.653 4.158
```

## Properties
Expectation value of S²: 6.195
Calculated total energy: -304674.6565 eV
Molecular weight: 903.10 g/mol
Multiplicity: 5
Orbital gap (alpha / beta): 0.2197 / 0.2666 Eh
ΔE to the lowest compared entry with this formula, charge and spin: 2.3 kJ/mol
Highest occupied orbital energy (alpha / beta): -14.173 / -14.229 eV
Charge: +2


2.
Density functional theory data (ωB97M-V with the def2-TZVPD basis set) for a structure of composition C13H25BrCl2NOP2W in a non-equilibrium geometry.

```
46
Properties=species:S:1:pos:R:3
C 3.748 -2.290 -2.973
C 2.370 -1.934 -2.962
H 3.953 -2.673 -4.017
H 3.932 -3.069 -2.193
H 4.369 -1.391 -2.774
O 1.308 -1.763 -3.400
Cl 2.632 -0.783 -0.479
W 0.836 -0.049 0.751
P -0.475 -1.871 0.254
C -2.218 -1.469 0.036
C -0.189 -3.104 -1.029
H -1.021 -3.831 -0.927
H -0.117 -3.887 1.508
H 0.767 -3.633 -0.867
H 0.833 -2.527 2.186
H -2.356 -1.002 -0.954
H -0.208 -2.645 -2.026
C -0.140 -2.819 1.767
H -2.810 -2.398 0.093
H -0.937 -2.645 2.497
H -2.552 -0.766 0.807
P 0.615 1.600 -0.948
C -1.098 2.103 -1.160
C 1.521 3.033 -0.321
H 2.319 1.307 -2.649
H 0.994 2.373 -3.186
H 0.756 0.595 -3.173
C 1.227 1.437 -2.651
H 2.247 2.708 0.422
H 2.046 3.551 -1.129
H -1.139 2.990 -1.805
H -1.520 2.360 -0.188
H 0.814 3.730 0.137
H -1.673 1.285 -1.610
Cl 2.370 0.080 2.469
Br -2.305 4.550 1.922
C -1.979 2.721 2.419
C -2.955 2.027 3.115
C -2.678 0.688 3.408
C -1.512 0.094 2.935
N -0.646 0.762 2.116
C -0.759 2.130 2.103
H -3.873 2.522 3.430
H -3.367 0.104 4.003
H -1.234 -0.925 3.237
H 0.108 2.724 1.807
```

## Properties
Expectation value of S²: 2.013
Calculated total energy: -132887.2337 eV
Molecular weight: 607.95 g/mol
Multiplicity: 3
Orbital gap (alpha / beta): 0.2285 / 0.2489 Eh
ΔE to the lowest compared entry with this formula, charge and spin: 0.0 kJ/mol
Highest occupied orbital energy (alpha / beta): -18.164 / -18.174 eV
Charge: +3